1.
This record from the Open Molecules 2025 dataset describes an isolated molecule of C4H5N. The level of theory is the ωB97M-V functional and the def2-TZVPD basis.

```
10
Properties=species:S:1:pos:R:3:forces:R:3:nbo_charge:R:1
C 2.2833 -0.0132 0.6987 -0.472 -0.161 0.018 -0.26
C 1.1605 -0.4399 0.5175 0.312 0.011 0.097 -0.08
C -0.1011 -1.0048 0.2223 0.070 0.301 0.010 -0.26
C -1.1345 1.0685 -0.5060 0.176 -0.548 0.030 -0.29
N -1.0548 -0.2505 -0.3864 0.058 -0.008 0.146 -0.37
H 3.2826 0.3328 0.8698 -0.348 -0.052 -0.054 0.23
H -0.3574 -2.0199 0.5125 0.055 0.291 -0.343 0.22
H -1.8569 1.4932 -1.1979 0.213 -0.143 0.361 0.20
H -0.4324 1.6346 0.0971 -0.131 0.080 -0.424 0.21
H -1.7892 -0.8009 -0.8277 0.066 0.228 0.158 0.41
```
Forces are in eV/Å.

The LUMO energy (spin up / spin down) comes out at 0.7768 / 0.7760 eV. The value obtained for the frontier orbital gap (spin up / spin down) is 7.6 / 7.6 eV. The value obtained for the electronic energy is -5715.134 eV.



2.
This record from the Open Molecules 2025 dataset describes a cluster of 2 separate species, C6H7NO2 in total. The level of theory is the ωB97M-V functional and the def2-TZVPD basis.

```
16
Properties=species:S:1:pos:R:3:forces:R:3:nbo_charge:R:1
C -1.0826 -0.3297 -0.2217 1.805 -2.635 -2.688 0.16
C -0.8754 -0.2891 1.2745 1.302 0.834 1.982 -0.18
C 1.0677 -0.6878 0.1985 0.843 -0.284 -1.936 0.10
C 1.9966 0.0587 -0.7843 0.394 -0.760 0.515 -0.35
C 0.4524 0.4181 -0.5816 -1.927 0.413 -1.024 -0.30
C 0.2066 1.7850 0.0273 1.079 0.360 1.897 0.29
H -2.5776 -0.3013 -1.7906 2.051 2.908 5.079 0.47
H -1.2805 -1.5081 -0.5483 1.786 2.741 0.753 0.18
H -0.8536 0.8969 1.7771 -1.276 -4.060 -1.223 0.29
H -1.4935 -1.2230 1.5104 0.590 1.942 1.334 0.23
H 0.7385 -1.6025 -0.4174 0.775 0.848 1.471 0.16
H 2.5739 0.9022 -0.4077 -0.250 -0.007 0.042 0.24
H 2.6317 -0.4802 -1.6111 -1.979 0.778 1.418 0.24
N 0.0422 2.7134 0.7369 0.340 -2.163 -2.483 -0.35
O -2.1453 0.2984 -0.6597 -4.662 -0.675 -5.255 -0.65
O 0.5989 -0.6510 1.4977 -0.871 -0.238 0.119 -0.52
```
Forces are in eV/Å.

The LUMO energy comes out at -0.8390 eV. The value obtained for the frontier orbital gap is 8.2 eV. The value obtained for the electronic energy is -11911.323 eV.



3.
This record from the Open Molecules 2025 dataset describes an isolated molecule of C3H6O2S. The level of theory is the ωB97M-V functional and the def2-TZVPD basis.

```
12
Properties=species:S:1:pos:R:3:forces:R:3:nbo_charge:R:1
O 0.6273 0.1028 -1.3622 1.913 1.228 -3.798 -0.78
C 0.2965 0.9696 -0.2649 3.538 3.068 -0.760 -0.09
C -0.6697 0.1100 0.4132 -1.205 -2.702 1.345 -0.03
O -1.5017 -0.4384 -0.6326 -0.922 0.036 2.266 -0.71
C 0.1618 -1.0578 1.1575 -1.223 0.125 -1.950 -0.29
S 1.0750 -0.7549 2.4155 0.329 -0.224 0.465 0.09
H 0.7643 0.5001 -2.3265 -0.516 -0.711 3.618 0.51
H 0.0560 2.0962 -0.6351 0.008 -2.828 1.037 0.20
H 1.2701 1.0090 0.4031 -1.919 0.496 -1.229 0.19
H -1.2293 0.4410 1.3150 -0.125 0.605 -1.250 0.23
H -0.8530 -0.9149 -1.1560 -0.107 0.075 -0.446 0.48
H 0.0028 -2.0627 0.6729 0.228 0.832 0.700 0.20
```
Forces are in eV/Å.

The structure (SMILES) is OC[C@@H](O)C=S. The LUMO energy comes out at -0.2542 eV. The value obtained for the frontier orbital gap is 8.6 eV. The value obtained for the electronic energy is -18135.816 eV.



4.
This record from the Open Molecules 2025 dataset describes a structure of composition C2H5InO. The level of theory is the ωB97M-V functional and the def2-TZVPD basis.

```
9
Properties=species:S:1:pos:R:3:forces:R:3:mulliken_charge:R:1
In -0.2766 0.9719 -3.1356 -1.494 1.410 -4.053 1.38
C 0.5179 -0.4360 0.8815 2.283 -0.398 1.634 -0.95
C -0.3876 0.1139 -0.1967 -3.971 1.441 0.376 0.01
O 0.1361 0.4845 -1.4582 2.990 -2.470 4.779 -0.13
H -0.0940 -0.5322 1.7784 -1.305 -0.234 -0.374 0.37
H 1.1428 0.3283 1.3434 0.999 -0.164 -0.889 0.35
H 0.9530 -1.4186 0.6988 0.336 0.353 -0.426 0.35
H -0.7217 1.0131 0.3208 -0.099 0.465 -0.240 0.28
H -1.2700 -0.5249 -0.2325 0.261 -0.403 -0.806 0.34
```
Forces are in eV/Å.

The LUMO energy comes out at -15.8533 eV. The value obtained for the frontier orbital gap is 4.9 eV. The value obtained for the electronic energy is -9350.169 eV. As for the total charge: +2.